(1)
Density functional theory data (ωB97M-V with the def2-TZVPD basis set) for C17H15N4OPdS as an isolated structure.

Summary:
relative energy (zero: lowest compared OMol25 entry of this formula, charge and spin)	11.69	kJ/mol
gap between HOMO and LUMO (alpha / beta)	0.258 / 0.230	hartree
LUMO level (alpha / beta)	-0.0942 / -0.2105	hartree
HOMO energy (alpha / beta)	-9.6 / -12.0	eV

The geometry in ORCA input format:
```
! RIJCOSX wB97M-V def2-TZVPD def2/J DEFGRID3
* xyz 1 3
Pd -0.17522 0.02879 -0.14483
C 3.94646 -0.58673 -0.73699
C 2.50794 -0.26383 -0.89207
N 1.66852 -0.26236 0.19483
N 2.02832 -0.56589 1.41800
C 0.99024 -0.59809 2.26277
O -0.21473 -0.35364 1.84402
C 1.21017 -0.88028 3.67144
C 0.09513 -0.83782 4.51805
C 0.22908 -1.09191 5.86434
C 1.47640 -1.39713 6.39404
C 2.58836 -1.44290 5.56272
C 2.46683 -1.18387 4.21166
C 1.85955 0.05551 -2.09404
C 2.48923 0.11889 -3.36826
C 1.78137 0.52002 -4.46493
C 0.43162 0.89050 -4.31837
C -0.15614 0.77305 -3.08038
N 0.48732 0.34166 -1.99582
H 4.14919 -0.80056 0.30901
H 4.55705 0.25561 -1.06225
H 4.21796 -1.45054 -1.34302
H -0.86780 -0.60483 4.09016
H -0.63768 -1.05854 6.50569
H 1.58156 -1.60119 7.44922
H 3.55560 -1.68473 5.97754
H 3.32817 -1.21386 3.56368
H 3.52586 -0.16411 -3.45950
H 2.23656 0.56679 -5.43922
H -0.13900 1.25006 -5.15716
H -1.19710 1.04100 -2.94493
S -4.51228 1.23170 0.29575
C -4.36060 0.40065 -1.19552
C -3.07884 -0.00643 -1.38390
N -2.22521 0.33812 -0.37906
C -2.84400 0.99113 0.57512
H -5.20698 0.26821 -1.83884
H -2.71691 -0.57344 -2.22383
H -2.35013 1.33372 1.47126
*
```



(2)
Density functional theory data (ωB97M-V with the def2-TZVPD basis set) for a 17-piece molecular cluster, C42H120N2O34 overall.

Summary:
gap between HOMO and LUMO (alpha / beta)	0.321 / 0.137	hartree
LUMO level (alpha / beta)	-0.0838 / -0.2677	hartree
HOMO energy (alpha / beta)	-11.0 / -11.0	eV

The geometry in ORCA input format:
```
! RIJCOSX wB97M-V def2-TZVPD def2/J DEFGRID3
* xyz 1 2
C 5.70715 1.17854 -1.01176
C 4.75313 1.64705 -2.11552
O 5.46135 1.65717 -3.34459
O 6.12082 -0.12186 -1.30483
H 5.20791 1.27716 -0.04784
H 6.60343 1.78982 -0.90627
H 4.31599 2.63228 -1.95326
H 3.93636 0.95317 -2.31433
H 5.69275 2.58783 -3.38850
H 6.76650 -0.13042 -2.01519
C -0.02777 4.21933 -8.31797
C 0.74632 4.06701 -6.99523
O -0.02820 3.30961 -6.13235
O -0.01468 2.96018 -9.00105
H 0.34226 5.07191 -8.88743
H -1.04779 4.48294 -8.03840
H 0.92417 5.08329 -6.64362
H 1.67211 3.53920 -7.22417
H -0.38899 2.52941 -6.55982
H -0.57024 2.37461 -8.48138
C -2.67432 -2.28523 -1.71185
C -2.10849 -3.69424 -1.46789
O -2.62428 -4.25928 -0.29390
O -2.29148 -1.42118 -0.67792
H -3.73447 -2.09060 -1.87402
H -2.29349 -1.92295 -2.66675
H -1.04335 -3.46416 -1.44274
H -2.17529 -4.40079 -2.29519
H -2.68654 -3.44476 0.21039
H -1.48637 -0.95459 -0.91392
C -2.54709 0.89527 7.51873
C -1.80726 1.38422 6.29072
O -1.26073 2.70777 6.56858
O -3.76942 1.63904 7.56527
H -2.10629 1.07149 8.49992
H -2.80858 -0.15266 7.37189
H -2.49279 1.49444 5.45048
H -0.94849 0.75798 6.04901
H -0.84375 3.12272 5.80993
H -3.52169 2.54872 7.74612
C 4.79534 -3.65516 3.13988
C 4.59748 -3.59668 1.61802
O 3.65927 -4.49059 1.16361
O 5.27504 -4.91531 3.65438
H 3.89467 -3.26832 3.61659
H 5.55066 -2.89166 3.32607
H 5.54509 -3.80422 1.12097
H 4.23733 -2.59588 1.37967
H 3.91964 -5.34161 1.52356
H 5.10048 -4.94562 4.59789
C 3.45201 0.58460 -7.37587
C 3.78656 0.38860 -5.86612
O 5.16591 0.10844 -5.71271
O 3.34758 -0.64749 -8.03232
H 4.15963 1.28404 -7.82101
H 2.42643 0.94375 -7.46124
H 3.12647 -0.37240 -5.44989
H 3.47713 1.33556 -5.42381
H 5.42738 0.60203 -4.93195
H 3.30497 -0.46178 -8.97322
C -5.57812 -1.25017 0.72005
C -4.76673 -0.44982 1.73018
O -3.69177 0.15385 0.99649
O -5.15600 -2.57928 0.55690
H -5.63424 -0.77924 -0.26136
H -6.58666 -1.27369 1.13285
H -4.43908 -0.96910 2.63078
H -5.41654 0.39182 1.97000
H -3.11724 -0.56723 0.72900
H -5.45648 -2.96013 -0.27151
C 0.56253 -3.76693 -5.03586
C 1.66113 -3.00225 -5.82044
O 1.23823 -2.24334 -6.90218
O -0.25433 -2.96310 -4.21490
H 1.08490 -4.53192 -4.46138
H -0.02784 -4.36435 -5.73059
H 2.47345 -3.65873 -6.13231
H 2.23040 -2.39047 -5.12062
H 1.99972 -1.75230 -7.21937
H -0.46047 -2.14163 -4.66686
C -1.62814 -0.14478 -7.53720
C -2.17697 -0.80913 -6.30416
O -1.35207 -0.53076 -5.12628
O -1.61746 1.27776 -7.59734
H -2.21261 -0.47836 -8.39465
H -0.63976 -0.58957 -7.65294
H -2.10695 -1.89048 -6.42187
H -3.23485 -0.58447 -6.16808
H -1.65792 0.24244 -4.64646
H -2.52490 1.57011 -7.48466
C 3.29289 -0.21151 4.39842
C 3.25552 1.04373 3.49694
O 4.16389 0.83585 2.41912
O 4.54900 -0.63712 4.79416
H 2.76216 -1.03771 3.92533
H 2.83500 0.09651 5.33840
H 3.66468 1.89748 4.03712
H 2.25687 1.20673 3.09171
H 4.31675 1.70396 2.03883
H 5.08554 -0.70701 4.00116
C -0.72255 5.92951 4.06623
C 0.36251 4.84778 4.20593
O -0.30318 3.57284 4.05008
O -1.41595 6.02160 2.75435
H -0.25273 6.89614 4.24787
H -1.39760 5.81691 4.91461
H 0.68115 4.96493 5.24172
H 1.23442 4.99218 3.56795
H -0.32021 3.30505 3.12835
H -2.16942 5.43031 2.81947
C -1.04405 2.39766 0.63486
C -1.12595 3.85489 0.15580
O 0.13099 4.54615 0.30512
O -0.24557 2.28265 1.78562
H -0.60193 1.83876 -0.18992
H -2.03059 1.98876 0.85312
H -1.88084 4.41339 0.70925
H -1.52222 3.98330 -0.85146
H 0.48575 4.31955 1.16791
H -0.18968 1.34498 1.98371
C -0.82199 5.63006 -3.58368
C -1.18064 7.04819 -4.03302
O -0.69375 7.34674 -5.36113
O -1.70808 4.58450 -3.96992
H -0.79322 5.66514 -2.49462
H 0.19057 5.42131 -3.92900
H -0.55727 7.69248 -3.41303
H -2.23274 7.26219 -3.84495
H -0.77194 8.30267 -5.40207
H -1.17436 4.03570 -4.54919
C -4.27809 1.15686 -2.30487
C -2.93344 1.81443 -2.42493
O -2.44185 1.66467 -3.80725
O -5.20760 1.78383 -3.21537
H -4.63274 1.21394 -1.27576
H -4.23881 0.12638 -2.65793
H -2.26258 1.35504 -1.69897
H -3.06200 2.87825 -2.22525
H -3.10829 2.04935 -4.38124
H -5.33473 1.22539 -3.98581
C -3.13641 -3.67612 4.48300
C -4.15110 -3.21993 5.51425
O -5.32864 -3.98958 5.37926
O -1.85452 -3.05056 4.68983
H -3.44905 -3.39720 3.47674
H -2.94729 -4.74669 4.40429
H -4.34417 -2.16780 5.30488
H -3.74962 -3.16330 6.52604
H -5.68302 -3.89996 4.49157
H -1.22890 -3.60606 4.21906
C -0.52977 -2.49452 9.90112
O 0.22238 -1.92517 8.82415
C 0.10091 -2.62473 7.60199
C 1.21574 -2.24349 6.67178
N 1.00095 -2.88461 5.34998
C 1.45884 -4.22465 5.19766
C 1.34513 -4.70676 3.77097
O -0.03306 -4.76677 3.33833
C -0.20098 -5.37679 2.03288
H -0.37389 -3.57050 9.97895
H -1.55726 -2.29829 9.59473
H -0.22562 -2.03435 10.84124
H -0.80815 -2.33420 7.07539
H 0.06135 -3.71393 7.61614
H 2.15745 -2.49698 7.15862
H 1.13212 -1.18331 6.43275
H 0.06694 -2.67485 5.02793
H 1.04781 -4.95613 5.89341
H 2.49851 -4.34240 5.50311
H 1.75832 -5.71348 3.70867
H 1.92123 -4.12926 3.04799
H 0.49801 -4.99712 1.28765
H -1.21135 -5.09179 1.73957
H -0.06322 -6.44333 2.21061
C -0.79787 -0.41917 3.37977
O 0.16198 -0.40961 2.35757
C 0.15359 -1.68252 1.66863
C 0.98956 -1.63335 0.28492
N 0.40500 -0.66800 -0.62418
C 1.13900 -0.76398 -1.83789
C 0.67405 0.44444 -2.74526
O 1.16367 1.67038 -2.24864
C 0.87729 2.68664 -3.19519
H -0.86482 0.58387 3.80109
H -0.50348 -1.02459 4.23703
H -1.79378 -0.67165 3.01570
H -0.86079 -1.96983 1.39188
H 0.47461 -2.46489 2.35633
H 0.99835 -2.60510 -0.20874
H 2.04687 -1.57364 0.54303
H 0.62825 0.29946 -0.43901
H 0.95510 -1.70205 -2.36166
H 2.22120 -0.66616 -1.75212
H -0.41306 0.47715 -2.81755
H 0.97539 0.32897 -3.78639
H 1.30333 2.45390 -4.17111
H 1.33170 3.58645 -2.78051
H -0.19660 2.80806 -3.33702
*
```